## i
The following is a quantum chemistry calculation of a molecular structure, C3H11O3, from the OMol25 dataset.

Computed properties:
**Total charge**: -1
**Frontier orbital gap**: 8.19 eV
**HOMO**: -4.3 eV
**Molar mass**: 95.12 g mol⁻¹

Last column: Löwdin charge in e.
Positions of all 17 atoms, in Å:
C (0.13, 0.28, -0.20)  -0.3423
O (0.73, -0.56, 0.75)  -0.2463
C (-1.29, -0.16, -0.50)  -0.2477
C (-2.18, 0.99, -1.05)  -0.1333
H (0.03, 1.27, 0.27)  0.1078
H (0.75, 0.34, -1.10)  0.1069
H (-1.42, -0.98, -1.22)  0.0977
H (-1.78, -0.56, 0.40)  0.0968
H (-2.87, 0.65, -1.81)  0.0475
H (-2.71, 1.47, -0.20)  0.0656
H (-1.51, 1.73, -1.48)  0.0503
H (2.46, -0.48, 2.94)  0.0094
H (1.43, 0.18, 2.03)  -0.0108
O (1.84, 0.26, 2.95)  -0.1442
H (1.47, -1.24, 0.16)  -0.0154
H (2.79, -1.33, -1.20)  -0.0759
O (2.13, -1.86, -0.74)  -0.3661



## ii
The following is a quantum chemistry calculation of 3 unconnected molecules or ions with the total composition C3H11O3, from the OMol25 dataset.

Computed properties:
**Total charge**: -1
**Frontier orbital gap**: 8.00 eV
**HOMO**: -3.7 eV
**Molar mass**: 95.12 g mol⁻¹

Last column: Löwdin charge in e.
Positions of all 17 atoms, in Å:
C (0.79, -0.71, -0.15)  -0.4211
O (0.72, 0.44, -0.94)  -0.3493
C (-0.51, -0.94, 0.65)  -0.2569
C (-1.61, -1.71, -0.10)  -0.1306
H (0.96, -1.57, -0.81)  0.0829
H (1.57, -0.65, 0.63)  0.0866
H (-0.30, -1.55, 1.54)  0.0856
H (-0.88, 0.03, 0.98)  0.0882
H (-2.36, -1.01, -0.49)  0.0587
H (-1.21, -2.26, -0.96)  0.0562
H (-2.14, -2.46, 0.49)  0.0462
H (3.08, 1.96, 0.20)  -0.0164
H (1.65, 1.39, -0.24)  -0.0263
O (2.15, 2.21, 0.18)  -0.1745
H (-0.63, 1.61, -0.70)  -0.0064
H (-0.25, 2.88, -0.10)  0.0049
O (-1.05, 2.33, -0.18)  -0.1277



The structure with the greatest stability is ii.



## i
The following is a quantum chemistry calculation of a single C3H3ClO2 molecule, from the OMol25 dataset.

Computed properties:
**SMILES string**: C[C@]1(Cl)OC1=O
**Frontier orbital gap**: 10.93 eV
**HOMO**: -10.6 eV
**Molar mass**: 106.51 g mol⁻¹

Last column: Löwdin charge in e.
Positions of all 9 atoms, in Å:
C (1.15, -0.12, 0.04)  -0.0498
C (-0.33, -0.32, 0.06)  -0.7470
Cl (-0.88, -1.86, 0.72)  0.7362
O (-1.05, 0.04, -1.17)  0.1375
C (-1.31, 0.71, -0.10)  -0.3182
O (-2.15, 1.77, 0.33)  -0.0439
H (1.54, -0.12, 1.06)  0.0928
H (1.39, 0.83, -0.43)  0.0987
H (1.63, -0.93, -0.52)  0.0936



## ii
The following is a quantum chemistry calculation of a single C3H3ClO2 molecule, from the OMol25 dataset.

Computed properties:
**SMILES string**: Cl[C@H]1C=COO1
**Frontier orbital gap**: 10.25 eV
**HOMO**: -9.4 eV
**Molar mass**: 106.51 g mol⁻¹

Last column: Löwdin charge in e.
Positions of all 9 atoms, in Å:
Cl (-2.75, -0.43, -0.27)  0.5534
C (-1.28, 0.21, 0.64)  -0.6656
C (0.02, -0.21, -0.18)  -0.0549
C (0.44, 0.90, -0.75)  -0.1792
O (-0.23, 1.96, -0.39)  0.0148
O (-1.29, 1.56, 0.55)  -0.0464
H (-1.20, -0.34, 1.61)  0.1245
H (0.28, -1.23, 0.01)  0.0951
H (1.31, 1.29, -1.30)  0.1584



The structure with the greatest stability is i.



## i
The following is a quantum chemistry calculation of 2 unconnected molecules or ions with the total composition C4H7FN2O, from the OMol25 dataset.

Computed properties:
**Frontier orbital gap**: 9.03 eV
**HOMO**: -8.7 eV
**Molar mass**: 118.11 g mol⁻¹

Last column: Löwdin charge in e.
Positions of all 15 atoms, in Å:
C (1.59, 1.15, 2.01)  -0.1473
C (-0.40, 0.60, 1.04)  -0.1553
C (-0.18, 0.13, -0.23)  -0.0764
C (-0.85, -0.83, -1.14)  -0.5748
H (1.92, 2.29, 2.34)  0.1060
H (2.15, 0.22, 2.76)  0.1477
H (2.00, 1.01, 0.77)  0.1521
H (-0.27, 1.32, 2.94)  0.1648
H (-1.53, 0.53, 1.24)  0.1686
H (-0.71, -2.41, -2.31)  0.2942
H (0.82, -1.13, -2.54)  0.1363
N (0.14, 1.29, 1.98)  -0.0979
N (-0.25, -1.08, -2.30)  0.0899
O (-1.98, -1.40, -0.83)  -0.0655
F (1.25, 0.17, -0.72)  -0.1423



## ii
The following is a quantum chemistry calculation of a single C4H7FN2O molecule, from the OMol25 dataset.

Computed properties:
**SMILES string**: CC(=C\F)/N=C/NO
**Frontier orbital gap**: 9.46 eV
**HOMO**: -8.7 eV
**Molar mass**: 118.11 g mol⁻¹

Last column: Löwdin charge in e.
Positions of all 15 atoms, in Å:
C (-1.41, 1.45, 0.13)  -0.0258
C (-1.01, -0.04, -0.24)  -0.3419
C (-1.80, -1.08, -0.36)  -0.0859
F (-3.14, -0.89, -0.06)  -0.0448
N (0.37, 0.01, -0.46)  0.0637
C (1.11, -0.52, 0.48)  -0.2717
N (2.39, -0.46, 0.49)  -0.0508
O (3.26, -0.20, -0.67)  -0.0863
H (-0.99, 1.75, 1.11)  0.0834
H (-2.50, 1.61, -0.14)  0.0927
H (-1.14, 2.20, -0.52)  0.0268
H (-1.53, -2.05, -0.83)  0.1239
H (0.83, -1.03, 1.47)  0.1744
H (2.89, -1.21, 0.98)  0.1507
H (2.68, 0.45, -1.36)  0.1917



## iii
The following is a quantum chemistry calculation of a single C4H7FN2O molecule, from the OMol25 dataset.

Computed properties:
**SMILES string**: C/C(F)=C\NC(N)=O
**Frontier orbital gap**: 9.93 eV
**HOMO**: -9.4 eV
**Molar mass**: 118.11 g mol⁻¹

Last column: Löwdin charge in e.
Positions of all 15 atoms, in Å:
C (-1.43, 1.28, -0.10)  -0.0382
C (-1.53, -0.23, -0.28)  -0.3774
F (-2.70, -0.60, 0.01)  0.1142
C (-0.44, -1.13, -0.46)  -0.0980
N (0.85, -0.62, -0.86)  -0.0269
C (1.84, -0.06, -0.11)  -0.6039
N (1.49, -0.24, 1.33)  0.0695
O (2.83, 0.28, -0.74)  0.0232
H (-2.40, 1.88, -0.37)  0.1025
H (-0.54, 1.66, -0.78)  0.1101
H (-1.32, 1.62, 0.96)  0.0830
H (-0.43, -2.24, -0.24)  0.1276
H (0.80, -0.33, -2.09)  0.2742
H (2.37, -0.63, 2.06)  0.1937
H (0.62, -0.65, 1.67)  0.0465



The structure with the greatest stability is iii.